--- one ---
Formula: C18H19N3O2
Source: the Open Molecules 2025 dataset
Level of theory: ωB97M-V/def2-TZVPD

Computed properties:
* structure (SMILES): COc1ccccc1NC(=O)NCCc1c[nH]c2ccccc12
* LUMO: 0.0273 hartree
* HOMO-LUMO gap: 8.52 eV

Cartesian coordinates (Å):
C  -2.82  -1.32  2.22
O  -1.84  -0.36  1.89
C  -2.05  0.43  0.79
C  -3.14  0.33  -0.06
C  -3.25  1.20  -1.14
C  -2.31  2.18  -1.35
C  -1.22  2.29  -0.50
C  -1.06  1.40  0.56
N  0.01  1.46  1.46
C  1.36  1.65  1.25
O  2.13  1.54  2.19
N  1.74  2.02  -0.01
C  3.13  1.86  -0.38
C  3.35  0.54  -1.15
C  2.62  -0.57  -0.48
C  3.01  -1.26  0.63
N  2.03  -2.14  1.01
C  0.97  -2.02  0.16
C  -0.24  -2.69  0.13
C  -1.13  -2.36  -0.87
C  -0.82  -1.39  -1.82
C  0.38  -0.72  -1.80
C  1.31  -1.03  -0.80
H  -2.46  -1.80  3.13
H  -2.93  -2.06  1.43
H  -3.79  -0.84  2.42
H  -3.89  -0.41  0.10
H  -4.10  1.11  -1.80
H  -2.41  2.87  -2.17
H  -0.51  3.10  -0.63
H  -0.19  1.03  2.35
H  1.08  1.81  -0.74
H  3.44  2.71  -0.99
H  3.70  1.85  0.55
H  2.97  0.65  -2.17
H  4.42  0.33  -1.20
H  3.93  -1.19  1.19
H  2.07  -2.74  1.82
H  -0.47  -3.45  0.86
H  -2.08  -2.88  -0.94
H  -1.54  -1.15  -2.59
H  0.61  0.03  -2.54

These are the Mulliken partial charges, in e, on atoms 1 to 2: number 1, C, carries -0.912; number 2, O, carries -0.423

=====

--- two ---
Formula: C18H19N3O2
Source: the Open Molecules 2025 dataset
Level of theory: ωB97M-V/def2-TZVPD

Computed properties:
* structure (SMILES): CCCCCC(=O)Nc1ccc2oc(-c3ccncc3)nc2c1
* LUMO: -0.0057 hartree
* HOMO-LUMO gap: 8.24 eV

Cartesian coordinates (Å):
C  -4.66  0.52  2.62
C  -5.18  -0.74  1.94
C  -4.42  -1.09  0.67
C  -4.63  -0.09  -0.46
C  -3.92  -0.53  -1.75
C  -2.43  -0.72  -1.54
O  -1.88  -1.79  -1.58
N  -1.79  0.47  -1.30
C  -0.44  0.70  -1.02
C  -0.06  2.04  -0.81
C  1.24  2.40  -0.53
C  2.16  1.38  -0.45
O  3.49  1.41  -0.20
C  3.88  0.11  -0.26
C  5.27  -0.24  -0.03
C  6.23  0.74  0.25
C  7.53  0.33  0.45
N  7.92  -0.94  0.40
C  7.01  -1.86  0.14
C  5.67  -1.57  -0.08
N  2.93  -0.73  -0.52
C  1.80  0.03  -0.66
C  0.49  -0.33  -0.94
H  -4.83  1.41  2.01
H  -3.59  0.44  2.80
H  -5.16  0.67  3.58
H  -5.10  -1.57  2.64
H  -6.24  -0.61  1.71
H  -4.75  -2.08  0.32
H  -3.35  -1.17  0.89
H  -5.70  0.01  -0.66
H  -4.25  0.89  -0.15
H  -4.09  0.20  -2.54
H  -4.33  -1.49  -2.07
H  -2.36  1.30  -1.31
H  -0.82  2.81  -0.88
H  1.52  3.43  -0.37
H  5.95  1.78  0.30
H  8.31  1.04  0.67
H  7.37  -2.88  0.11
H  4.95  -2.34  -0.30
H  0.21  -1.35  -1.10

These are the Mulliken partial charges, in e, on atoms 1 to 2: number 1, C, carries -1.159; number 2, C, carries -0.527

=====

It is one that is most stable; the runner-up trails by 0.176 eV.

=====

--- one ---
Formula: C6H11N2
Source: the Open Molecules 2025 dataset
Level of theory: ωB97M-V/def2-TZVPD

Computed properties:
* LUMO: -0.1291 hartree
* HOMO-LUMO gap: 10.41 eV
* charge: +1

Cartesian coordinates (Å):
C  1.81  1.55  0.01
C  -0.10  0.62  -0.08
C  -1.39  1.30  -0.17
C  1.72  -0.86  0.04
C  2.48  0.43  0.07
C  -0.56  -1.76  -0.11
N  0.29  -0.59  -0.05
N  -2.51  0.44  0.16
H  1.87  2.61  0.00
H  -1.33  2.22  0.43
H  -1.48  1.62  -1.21
H  2.03  -1.48  -0.81
H  1.92  -1.43  0.96
H  3.56  0.37  0.13
H  -0.43  -2.35  0.80
H  -1.60  -1.44  -0.20
H  -0.28  -2.37  -0.96
H  -2.60  0.32  1.17
H  -3.38  0.83  -0.18

These are the Mulliken partial charges, in e, on atoms 1 to 2: number 1, C, carries -0.620; number 2, C, carries 0.405

=====

--- two ---
Formula: C6H11N2
Source: the Open Molecules 2025 dataset
Level of theory: ωB97M-V/def2-TZVPD

Computed properties:
* LUMO: -0.1563 hartree
* HOMO-LUMO gap: 10.24 eV
* charge: +1

Cartesian coordinates (Å):
C  0.14  0.49  -1.18
C  -0.41  -1.67  -0.38
C  -0.01  0.78  0.27
C  0.46  -0.76  0.36
C  -1.39  1.11  0.78
C  1.51  -1.06  1.31
N  0.47  -0.82  -1.15
N  -0.06  1.30  -2.16
H  -0.21  -2.71  -0.24
H  -1.43  -1.34  -0.60
H  0.80  1.28  0.79
H  -1.43  1.31  1.90
H  -1.89  0.14  0.77
H  -1.93  1.95  0.14
H  2.48  -0.68  0.93
H  1.55  -2.17  1.44
H  1.29  -0.48  2.22
H  -0.03  2.28  -2.10
H  0.10  1.02  -3.11

These are the Mulliken partial charges, in e, on atoms 1 to 2: number 1, C, carries 0.436; number 2, C, carries -0.680

=====

--- three ---
Formula: C6H11N2
Source: the Open Molecules 2025 dataset
Level of theory: ωB97M-V/def2-TZVPD

Computed properties:
* structure (SMILES): C[NH2+][C@]12[C@@H]3[C@H]1CN[C@@H]32
* LUMO: -0.1295 hartree
* HOMO-LUMO gap: 9.27 eV
* charge: +1

Cartesian coordinates (Å):
C  2.21  -0.73  0.38
N  1.66  0.45  -0.25
C  0.20  0.44  -0.15
C  -0.93  1.38  -0.44
C  -0.85  0.56  0.87
C  -1.70  -0.59  0.84
N  -1.65  -1.03  -0.59
C  -0.87  0.05  -1.20
H  3.40  -0.75  0.25
H  1.84  -0.62  1.41
H  1.78  -1.68  -0.14
H  1.72  0.54  -1.30
H  2.22  1.27  0.14
H  -0.98  2.38  -0.83
H  -0.58  1.07  1.77
H  -1.53  -1.59  1.38
H  -2.83  -0.23  1.07
H  -2.60  -0.92  -0.91
H  -0.53  0.03  -2.31

These are the Mulliken partial charges, in e, on atoms 1 to 2: number 1, C, carries -0.779; number 2, N, carries -0.032

=====

It is two that is most stable; the runner-up trails by 0.171 eV.

=====

--- one ---
Formula: ClHNO2S2
Source: the Open Molecules 2025 dataset
Level of theory: ωB97M-V/def2-TZVPD

Computed properties:
* LUMO: 0.1390 hartree
* HOMO-LUMO gap: 6.63 eV
* charge: -1

Cartesian coordinates (Å):
N  -0.60  -0.56  0.65
O  1.63  -1.53  0.85
O  0.96  1.27  -0.60
S  -0.50  1.82  -0.42
S  0.82  -0.33  0.89
Cl  -1.44  0.86  -1.97
H  -0.88  -1.52  0.60

These are the Mulliken partial charges, in e, on atoms 1 to 2: number 1, N, carries -0.413; number 2, O, carries -0.595

=====

--- two ---
Formula: ClHNO2S2
Source: the Open Molecules 2025 dataset
Level of theory: ωB97M-V/def2-TZVPD

Computed properties:
* LUMO (spin up / spin down): 0.1337 / 0.1337 hartree
* HOMO-LUMO gap (spin up / spin down): 6.96 / 6.96 eV
* charge: -1

Cartesian coordinates (Å):
N  0.49  -1.16  0.29
O  -1.91  0.31  -1.32
O  -2.12  0.96  1.11
S  1.72  -0.47  0.91
S  -1.29  0.68  -0.10
Cl  2.55  1.30  -0.29
H  0.55  -1.62  -0.59

These are the Mulliken partial charges, in e, on atoms 1 to 2: number 1, N, carries -0.520; number 2, O, carries -0.442

=====

It is two that is most stable; the runner-up trails by 1.189 eV.

=====

--- one ---
Formula: CH4O2S
Source: the Open Molecules 2025 dataset
Level of theory: ωB97M-V/def2-TZVPD

Computed properties:
* LUMO: 0.0184 hartree
* HOMO-LUMO gap: 9.68 eV

Cartesian coordinates (Å):
C  0.90  0.57  -0.09
O  -1.10  -1.20  0.74
O  -1.74  0.78  -0.53
S  -0.75  -0.28  -0.52
H  1.55  0.20  0.74
H  0.74  1.67  -0.05
H  1.49  0.45  -1.00
H  -1.08  -2.18  0.71

These are the Mulliken partial charges, in e, on atoms 1 to 2: number 1, C, carries -0.776; number 2, O, carries -0.485

=====

--- two ---
Formula: CH4O2S
Source: the Open Molecules 2025 dataset
Level of theory: ωB97M-V/def2-TZVPD

Computed properties:
* LUMO: 0.0135 hartree
* HOMO-LUMO gap: 8.65 eV

Cartesian coordinates (Å):
C  1.04  -0.61  0.00
O  -1.06  1.38  -0.06
O  -2.32  -0.65  -0.31
S  -1.14  -0.10  0.36
H  1.62  -0.20  0.85
H  1.21  -1.70  -0.22
H  0.94  -0.06  -0.89
H  -0.29  1.93  0.27

These are the Mulliken partial charges, in e, on atoms 1 to 2: number 1, C, carries -0.982; number 2, O, carries -0.450

=====

It is one that is most stable; the runner-up trails by 1.514 eV.